Record 1
C36H81F2NO8Si | ωB97M-V/def2-TZVPD

The geometry in XYZ format:
```
129
C36H81F2NO8Si ωB97M-V/def2-TZVPD
H -0.208 5.028 2.265
Si 1.647 -1.653 -3.097
H -2.002 -1.252 -1.875
C 1.420 2.727 5.520
C -2.364 -0.295 3.085
H -1.583 1.472 5.090
H -1.989 2.871 1.872
H -0.730 -1.260 4.084
H -4.485 0.365 -2.523
C 2.374 -2.029 -1.397
H -3.087 -1.111 3.059
C 0.576 3.855 4.928
H 1.329 1.612 7.375
H -2.073 4.349 8.547
H -0.473 -0.703 -3.834
H 2.589 -7.140 -10.643
N -4.049 0.257 -1.616
H 3.490 -5.871 -6.621
H -2.599 -1.082 0.096
H -0.196 4.145 5.639
C 2.664 -2.764 -5.566
H 0.794 5.986 4.603
H 1.871 3.902 2.771
H 4.197 5.687 0.582
H 4.516 3.812 -5.850
H -3.032 -3.190 -0.786
H 2.348 7.088 1.060
C 2.192 6.443 0.197
H -0.710 -2.384 -3.483
C 2.212 -4.367 -3.843
O -1.348 2.041 0.102
H -0.218 1.219 3.963
H -4.474 6.310 1.130
H -2.430 1.103 -2.587
C 1.384 5.081 4.491
C -2.875 1.169 -1.601
C -0.625 0.229 -1.199
O -1.965 3.398 8.629
H -2.504 3.422 10.643
C -0.801 0.785 4.767
H -3.219 2.197 -1.490
C -1.683 3.108 9.994
H -0.627 -1.870 -1.034
O 1.894 -9.373 -3.838
H -1.738 -5.405 0.410
H -3.364 0.267 0.891
C -1.833 0.862 -0.487
H 1.653 0.394 -4.470
H -4.921 6.566 -1.147
C 1.161 5.364 0.612
H -3.992 -6.296 3.107
F 0.417 0.132 -0.311
H 1.785 7.081 -0.583
H 0.033 3.500 4.055
H -3.359 -5.447 -0.310
H 2.311 3.144 5.982
H -3.702 5.302 -1.396
H -3.314 2.474 0.728
C 0.106 0.570 5.986
O -4.210 5.589 0.554
O -2.243 -3.710 -0.605
H 1.661 4.401 0.544
H -4.735 0.577 -0.945
H 3.824 -7.112 -9.371
O -4.096 -6.596 2.200
H 3.367 4.933 -0.789
H 2.669 -6.426 -4.354
H -0.156 2.461 6.983
H 3.295 -0.234 -4.316
H -2.073 -0.868 5.157
H 2.934 -5.039 -8.789
C 3.119 -5.102 -5.960
C -2.632 -4.820 0.209
H 2.096 -7.203 -8.940
H -3.057 -4.483 1.153
C -0.928 -1.136 -1.773
C 2.212 -3.029 -4.263
H -3.212 6.877 -0.748
H 0.597 6.596 2.285
H 2.342 2.613 -4.501
C -1.536 -0.303 1.804
H 0.928 -0.083 5.689
H 1.582 -2.306 -0.705
H 3.096 -2.837 -1.418
O 2.734 -5.360 -9.672
C 3.111 -3.782 -6.412
C -1.479 -0.504 4.321
H -1.062 -1.281 1.754
C 0.898 -8.750 -3.031
C -2.408 -0.120 0.546
H 1.289 -8.681 -2.019
H -0.764 0.454 1.860
C -3.825 -7.995 2.174
H 2.751 5.446 2.827
H -3.945 -8.329 1.147
C -4.004 6.124 -0.751
H 2.679 -1.744 -5.921
O 2.846 2.794 -5.299
C 2.818 -6.779 -9.643
H 3.471 -3.530 -7.398
H 1.550 -9.435 -4.733
C 3.947 3.618 -4.944
H -0.760 3.594 10.320
C 3.534 5.866 -0.257
H -0.020 -9.344 -3.018
H 1.879 -4.628 -2.846
H -2.919 0.636 3.193
H 2.285 5.160 5.095
H -2.803 -8.205 2.497
H -2.258 3.833 0.445
C 2.654 -5.396 -4.678
H 4.597 3.120 -4.219
H 2.505 0.660 -2.967
H -4.525 -8.545 2.808
C 0.657 1.877 6.559
H 1.744 2.039 4.741
C -0.240 -1.479 -3.105
H 0.675 -7.745 -3.398
H 3.612 4.571 -4.528
C 0.738 5.535 2.075
F -0.171 1.093 -2.157
C -2.288 2.816 0.828
H 0.299 5.390 -0.045
C 2.370 -0.046 -3.782
H 4.005 6.553 -0.953
H 2.829 -1.120 -1.019
H -1.561 2.031 10.079
C 1.794 4.962 3.011
H -0.479 0.045 6.739
```

Results
total charge: 0
total energy: -2566.07036 a.u.
multiplicity: 1

Mulliken population analysis, charges in e, atoms 1 to 2:
1. H 0.40
2. Si 0.51

---

Record 2
C36H81F3N6O18 | ωB97M-V/def2-TZVPD

The geometry in XYZ format:
```
144
C36H81F3N6O18 ωB97M-V/def2-TZVPD
H -4.201 -11.337 17.194
H -6.572 -14.802 15.856
O -12.060 -13.086 13.740
C -6.226 -17.762 20.968
H -8.165 -14.968 19.889
O -8.422 -14.688 18.220
C -12.536 -17.701 13.631
C -5.596 -14.290 14.095
O -12.155 -12.053 19.155
F -10.874 -18.619 18.561
H -9.407 -16.418 15.258
C -6.064 -11.610 18.297
O -3.440 -20.309 16.901
C -3.881 -16.928 20.956
H -13.825 -14.959 18.495
O -9.488 -18.757 20.257
H -15.740 -16.220 16.222
F -9.188 -11.669 20.813
O -7.075 -9.741 17.367
C -9.301 -17.972 14.081
C -3.735 -19.023 17.407
H -8.515 -9.757 15.863
H -5.537 -17.471 11.940
H -7.207 -17.572 21.403
C -13.672 -14.657 17.459
H -12.532 -16.736 17.974
H -13.460 -17.798 14.201
C -8.820 -19.922 19.958
H -5.417 -19.652 15.218
H -3.775 -16.863 19.873
H -10.047 -12.018 18.424
C -13.586 -15.830 16.587
H -10.724 -13.490 18.690
H -6.557 -14.067 13.632
C -12.802 -12.168 14.418
H -3.629 -13.187 14.086
H -12.812 -13.993 17.383
H -4.600 -12.777 12.779
H -1.482 -20.182 17.099
H -12.082 -16.781 13.998
C -2.241 -20.943 17.282
H -5.456 -15.191 19.968
H -4.271 -15.989 14.259
C -14.983 -12.631 17.806
H -7.787 -17.900 18.328
H -4.854 -16.625 17.000
C -5.510 -18.645 15.623
C -7.801 -9.086 16.340
C -8.735 -15.407 17.291
H -6.555 -11.207 19.182
H -15.107 -16.832 17.751
C -8.653 -18.558 18.266
H -8.002 -11.379 17.286
O -9.913 -15.616 17.001
N -11.624 -18.945 13.862
O -12.266 -11.823 15.619
H -9.967 -19.658 12.843
H -13.359 -15.430 15.599
C -5.666 -15.149 21.037
H -3.874 -17.486 12.238
H -4.789 -15.959 23.513
H -10.732 -12.897 16.660
H -14.059 -12.065 17.686
H -13.280 -20.285 13.482
H -7.147 -8.751 15.534
H -3.036 -18.377 16.875
H -2.057 -21.857 16.717
H -11.611 -16.216 16.759
C -5.105 -15.621 13.661
H -10.129 -13.385 20.965
H -10.415 -18.135 12.241
O -13.821 -11.708 13.945
C -4.680 -13.047 13.832
H -4.855 -18.124 14.924
C -6.955 -11.091 17.186
O -8.052 -15.396 20.741
C -4.627 -16.932 11.677
H -6.491 -18.192 15.479
H -4.886 -17.705 23.223
H -6.264 -17.679 19.881
H -9.919 -16.985 19.062
C -10.745 -12.488 19.117
C -9.821 -18.071 19.073
H -2.308 -21.180 18.344
C -10.290 -12.379 20.575
C -5.189 -18.607 17.133
H -14.595 -17.618 16.285
N -5.300 -16.598 21.493
H -7.232 -13.603 21.123
H -4.905 -14.551 21.538
H -8.418 -17.815 13.461
H -11.110 -18.277 15.779
C -5.346 -16.743 23.000
H -6.304 -16.864 17.344
H -8.318 -8.200 16.708
C -7.065 -14.634 21.436
C -10.973 -12.480 15.682
H -9.967 -13.606 14.095
H -4.422 -10.035 18.236
C -14.861 -16.648 16.705
H -9.141 -18.434 15.055
C -4.647 -11.099 18.160
F -10.013 -11.629 15.367
H -10.802 -20.037 15.506
N -12.475 -16.696 16.966
C -12.362 -11.482 20.378
O -9.670 -16.659 14.367
H -5.864 -16.394 13.787
H -15.133 -12.861 18.861
C -12.241 -20.195 13.164
H -12.119 -20.005 12.098
H -5.828 -19.273 17.713
N -6.052 -13.113 18.308
H -4.053 -11.604 18.922
H -6.098 -13.292 15.813
O -7.814 -15.937 16.651
O -13.400 -10.902 20.677
H -11.228 -14.451 15.066
H -15.893 -12.107 17.511
H -6.940 -13.557 18.494
C -10.223 -18.654 13.180
O -8.394 -19.823 18.756
O -4.779 -15.620 12.228
H -6.375 -16.748 23.359
C -11.481 -19.202 15.338
H -11.632 -21.089 13.302
H -4.448 -16.946 10.602
H -5.726 -13.558 17.462
C -10.953 -13.529 14.553
O -14.824 -13.849 17.036
H -5.887 -18.745 21.296
N -5.398 -17.236 17.592
O -8.633 -20.855 20.780
N -5.819 -14.218 15.521
H -7.300 -14.734 22.495
H -5.154 -12.133 14.189
H -3.709 -17.938 21.327
H -6.581 -11.446 16.226
H -3.547 -18.942 18.477
H -8.990 -18.611 17.231
H -12.741 -17.734 12.561
O -11.453 -11.887 21.244
H -3.159 -16.230 21.379
H -12.509 -19.411 15.635
```

Results
total charge: 0
total energy: -3402.52070 a.u.
multiplicity: 1

Mulliken population analysis, charges in e, atoms 1 to 2:
1. H 0.30
2. H 0.18